(1)
{
  "formula": "C5H8O2",
  "method": "ωB97M-V with the def2-TZVPD basis set",
  "orbital_gap_ev": 9.7,
  "homo_ev": -8.81,
  "de_lowest_kcal_mol": 125.1,
  "total_energy_ha": -345.6056,
  "e_lumo_ev": 0.872,
  "symbols": ["C", "H", "C", "O", "H", "C", "C", "H", "O", "H", "C", "H", "H", "H", "H"],
  "coordinates": [[-1.226896, -0.050852, 0.509503], [-2.896586, 1.149274, 0.393204], [1.707369, 0.149582, 0.019522], [1.864139, -0.941091, 0.767277], [-0.676627, 1.040932, -1.315696], [-0.357488, 0.503143, -0.329617], [-2.745311, 0.178765, 0.227067], [3.184125, -1.286362, -0.940998], [2.428124, 1.241614, 0.083586], [-2.926301, 0.009637, -0.769078], [2.209303, -1.008010, -0.705946], [1.381890, -1.492249, -1.148888], [-1.035540, -0.598713, 1.307983], [-3.234969, -0.539462, 0.909625], [2.324761, 1.643789, 0.992460]],
  "forces_ev_per_a": [[-1.647, 3.219, -4.902], [-1.285, 3.761, 1.190], [-4.222, -0.040, -2.680], [0.794, -0.530, 0.478], [0.816, -0.850, 1.998], [3.051, -0.470, -0.351], [2.745, -3.971, 2.186], [1.582, 0.067, -0.170], [0.898, 2.278, 2.370], [-0.707, -0.798, -2.301], [-2.832, 0.205, 1.578], [-0.239, -0.909, -0.988], [1.454, -2.308, 3.549], [-0.533, 0.756, -0.571], [0.127, -0.410, -1.386]]
}

***

(2)
{
  "formula": "C5H8O2",
  "method": "ωB97M-V with the def2-TZVPD basis set",
  "orbital_gap_ev": 8.7,
  "homo_ev": -8.44,
  "de_lowest_kcal_mol": 128.1,
  "total_energy_ha": -345.6008,
  "e_lumo_ev": 0.212,
  "symbols": ["C", "C", "H", "H", "O", "H", "H", "H", "O", "C", "H", "C", "H", "H", "C"],
  "coordinates": [[-0.153350, -0.581626, -0.513375], [-2.280657, 1.192429, 0.686447], [-1.292676, 1.507783, 1.087697], [2.823104, 0.595871, 1.001862], [0.331392, -0.945714, -1.707807], [1.042768, -1.286078, 1.122026], [-2.143694, -0.761994, -1.153927], [0.431603, 0.334579, 1.353244], [2.656633, 0.121597, -0.941083], [-1.485177, -0.530374, -0.324645], [-2.301361, 1.674621, -0.309573], [0.848984, -0.337041, 0.597105], [1.280305, -0.714586, -1.755783], [-1.964104, -0.446862, 0.673023], [2.206228, 0.177389, 0.184792]],
  "forces_ev_per_a": [[-0.165, 0.015, 0.208], [0.324, 0.046, -0.162], [-0.170, -0.042, -0.100], [-0.065, -0.020, -0.068], [0.048, 0.053, 0.025], [-0.005, 0.081, -0.082], [0.084, 0.056, 0.114], [0.045, -0.116, -0.102], [-0.209, 0.015, 0.480], [0.075, 0.030, -0.141], [-0.054, -0.101, 0.157], [-0.056, 0.057, -0.044], [-0.055, -0.009, 0.027], [0.073, -0.011, 0.020], [0.130, -0.052, -0.331]]
}

***

(3)
{
  "formula": "C5H8O2",
  "method": "ωB97M-V with the def2-TZVPD basis set",
  "orbital_gap_ev": 9.5,
  "homo_ev": -9.38,
  "de_lowest_kcal_mol": 69.5,
  "total_energy_ha": -345.6942,
  "e_lumo_ev": 0.156,
  "symbols": ["H", "H", "O", "H", "O", "C", "H", "H", "C", "C", "C", "H", "C", "H", "H"],
  "coordinates": [[-1.686146, -1.062619, -1.058549], [0.321599, -0.123610, 2.051392], [-1.109878, 1.589090, -0.467384], [-1.113473, -1.613548, 0.534111], [1.190134, 1.099594, -1.662416], [0.373428, 0.493900, 1.148275], [-2.485765, -0.493779, 0.422418], [-0.505792, 1.814646, -1.185686], [-1.521795, -0.762797, -0.021427], [-0.554841, 0.406610, 0.002672], [1.655821, -0.671746, -0.094428], [1.151351, -1.534331, 0.320285], [0.878957, 0.234948, -0.880209], [2.673138, -0.872421, -0.439723], [0.733262, 1.496058, 1.330664]],
  "forces_ev_per_a": [[-0.136, -0.039, 0.122], [-0.049, 0.004, -0.532], [-0.304, -0.162, 0.555], [-0.101, 0.074, -0.127], [-0.075, 0.006, -0.286], [0.999, -0.353, 0.027], [0.193, 0.077, -0.029], [0.157, 0.632, -0.556], [0.190, -0.035, -0.106], [1.177, -0.671, -1.096], [-0.789, 0.465, 0.303], [-0.099, -0.055, -0.299], [-1.646, -0.395, 1.386], [0.157, 0.396, 0.708], [0.327, 0.058, -0.071]]
}

***

(4)
{
  "formula": "C5H8O2",
  "method": "ωB97M-V with the def2-TZVPD basis set",
  "orbital_gap_ev": 9.1,
  "homo_ev": -8.14,
  "de_lowest_kcal_mol": 97.0,
  "total_energy_ha": -345.6503,
  "e_lumo_ev": 0.995,
  "symbols": ["C", "H", "C", "C", "H", "C", "H", "H", "C", "H", "H", "H", "H", "O", "O"],
  "coordinates": [[-1.539649, -0.024601, 0.495356], [-1.177026, 1.383536, -1.312241], [-0.601345, -1.130404, 0.102462], [1.114927, -0.334364, 0.452668], [-2.581737, -0.176066, 0.186513], [0.631781, 1.009575, -0.014151], [1.319614, 1.423418, -0.750049], [1.583959, -0.393686, 1.447896], [-0.734337, 0.658580, -0.627963], [-1.488682, 0.354281, 1.516289], [0.106568, -1.737068, 0.605966], [0.514576, 1.705379, 0.821057], [1.445245, -1.064371, -1.259101], [-0.548327, -0.668582, -1.233648], [1.954435, -1.005632, -0.431057]],
  "forces_ev_per_a": [[0.134, 0.090, 0.225], [-0.087, -0.082, 0.001], [1.652, 1.182, 0.755], [-0.558, 0.455, 0.092], [0.306, -0.214, 0.074], [-0.006, 0.336, -0.201], [-0.021, 0.191, -0.030], [-0.547, -0.015, -0.276], [-0.078, 0.528, -0.167], [0.041, 0.133, -0.117], [-0.928, -2.573, -0.103], [0.029, 0.044, -0.189], [0.182, -0.023, 0.006], [0.199, -0.067, -0.018], [-0.318, 0.013, -0.052]]
}

***

(5)
{
  "formula": "C5H8O2",
  "method": "ωB97M-V with the def2-TZVPD basis set",
  "orbital_gap_ev": [8.2, 7.8],
  "homo_ev": [-7.68, -7.35],
  "de_lowest_kcal_mol": 79.7,
  "total_energy_ha": -345.6779,
  "e_lumo_ev": [0.560, 0.475],
  "symbols": ["C", "H", "H", "O", "C", "H", "C", "O", "H", "H", "C", "H", "C", "H", "H"],
  "coordinates": [[-0.538835, 0.213514, -0.251238], [0.707843, -0.590708, 2.765243], [-1.379236, 0.779072, 0.208822], [1.920722, 0.257660, 0.272428], [-0.843349, -1.193890, 0.086643], [-1.521854, -1.907927, -0.357071], [-0.352237, 0.602985, -1.704065], [-0.495618, -1.392392, 1.327249], [0.621415, 0.267402, -2.068215], [0.615615, 1.611160, 0.968552], [0.603501, 0.541236, 0.744342], [2.044528, -0.702687, 0.286819], [0.154121, -0.344849, 1.869950], [-0.400040, 1.689079, -1.816843], [-1.136575, 0.170344, -2.332615]],
  "forces_ev_per_a": [[-0.125, 0.152, 0.005], [-0.030, 0.024, -0.056], [-0.002, 0.021, -0.115], [0.015, -0.337, 0.009], [-0.100, 0.090, -0.771], [0.090, 0.084, 0.029], [0.032, 0.028, -0.031], [-0.035, -0.444, 0.756], [-0.119, -0.002, 0.013], [-0.029, -0.227, 0.046], [-0.269, 0.230, 0.071], [0.020, 0.201, -0.054], [0.403, 0.258, 0.022], [0.044, -0.101, 0.003], [0.105, 0.024, 0.074]]
}

***

(6)
{
  "formula": "C5H8O2",
  "method": "ωB97M-V with the def2-TZVPD basis set",
  "orbital_gap_ev": 10.2,
  "homo_ev": -9.22,
  "de_lowest_kcal_mol": 66.1,
  "total_energy_ha": -345.6997,
  "smiles": "C[C@]12CO[C@H]1[C@H]2O",
  "e_lumo_ev": 0.946,
  "symbols": ["C", "H", "C", "H", "C", "H", "H", "C", "O", "H", "H", "H", "C", "H", "O"],
  "coordinates": [[-1.004181, 0.821312, 0.131831], [1.565393, 0.421703, -1.791884], [0.973717, -0.353499, 1.006269], [-0.030378, 0.127869, -2.482408], [0.174746, -0.060262, -0.312339], [-1.855978, -1.296334, 0.021458], [-1.631652, 1.276856, -0.642047], [-1.027187, -0.654638, 0.357486], [-0.938407, 1.627675, 1.255181], [0.967385, -1.235843, -1.977669], [-0.811434, 0.978209, 1.968589], [1.824335, -1.064989, 1.032883], [0.681425, -0.208209, -1.717931], [1.359125, 0.527410, 1.560945], [-0.246909, -0.907259, 1.589636]],
  "forces_ev_per_a": [[0.204, -0.059, -0.132], [0.163, 0.025, -0.316], [-0.267, 0.165, -0.606], [0.013, 0.001, 0.322], [0.583, 0.167, 0.116], [0.776, -0.058, 0.496], [0.299, -0.498, 0.102], [0.241, -0.222, 0.476], [0.130, 0.020, 0.238], [-0.048, 0.163, 0.250], [-0.058, 0.394, 0.214], [-0.790, -0.058, -0.511], [0.155, 0.161, 0.008], [-0.572, -0.200, -0.339], [-0.828, -0.002, -0.319]]
}

***

(7)
{
  "formula": "C5H8O2",
  "method": "ωB97M-V with the def2-TZVPD basis set",
  "orbital_gap_ev": 10.4,
  "homo_ev": -9.58,
  "de_lowest_kcal_mol": 69.0,
  "total_energy_ha": -345.6950,
  "smiles": "OC[C@]1(O)C=CC1",
  "e_lumo_ev": 0.780,
  "symbols": ["H", "C", "H", "H", "C", "H", "C", "H", "H", "C", "C", "O", "H", "H", "O"],
  "coordinates": [[-1.274763, -2.075339, 0.320068], [-1.076801, 0.335122, 0.635210], [-1.885859, -0.492277, -0.845495], [-1.190834, -0.143139, 1.650792], [0.897379, 0.034486, -1.091896], [3.115484, 0.214905, -0.066835], [2.080671, 0.058534, -0.079706], [0.838702, -0.595318, -1.995410], [0.629653, 1.078377, -1.346155], [1.287674, -0.510733, 0.860719], [0.009575, -0.572260, 0.045644], [-0.516226, -1.803800, -0.352083], [1.524364, -0.987104, 1.755616], [-0.781163, 1.345896, 0.766526], [-2.149849, 0.129799, -0.198267]],
  "forces_ev_per_a": [[2.409, 0.715, -1.908], [1.112, -3.153, 0.450], [0.200, -0.981, -1.141], [-0.633, 0.686, -0.441], [-0.145, 1.454, -0.350], [1.196, 0.607, -0.307], [-3.434, -2.244, 0.445], [0.738, 0.220, 0.402], [-0.229, -0.515, -0.283], [0.879, -0.069, -1.817], [2.133, 2.039, 0.527], [-2.340, -1.298, 2.068], [0.313, -0.377, 1.788], [0.255, 0.977, -0.130], [-2.453, 1.939, 0.699]]
}

***

(8)
{
  "formula": "C5H8O2",
  "method": "ωB97M-V with the def2-TZVPD basis set",
  "orbital_gap_ev": 9.9,
  "homo_ev": -9.26,
  "de_lowest_kcal_mol": 37.6,
  "total_energy_ha": -345.7451,
  "smiles": "O=C1CC(CO)C1",
  "e_lumo_ev": 0.680,
  "symbols": ["C", "C", "H", "O", "O", "H", "C", "H", "H", "H", "C", "H", "H", "H", "C"],
  "coordinates": [[1.926341, 0.219704, 0.167400], [-1.514416, -0.203890, -0.179061], [-1.602312, -0.053605, -1.281247], [-1.696021, 1.007297, 0.539648], [3.093462, 0.416797, 0.401806], [0.024420, -1.651806, -0.463649], [0.795739, 0.292506, -1.066707], [0.453523, 1.343276, -1.110142], [-2.633778, 1.232709, 0.510019], [-2.184308, -0.981562, 0.243738], [-0.057019, -0.603537, -0.147422], [1.098225, -1.134031, 1.730323], [0.413525, 0.514585, 1.655686], [1.051848, -0.088089, -2.069780], [0.830766, -0.310348, 1.069385]],
  "forces_ev_per_a": [[-0.218, 0.072, -0.324], [0.155, -0.234, -0.245], [-1.095, -0.130, 0.636], [-0.162, 0.040, -0.173], [-1.350, -0.082, -1.009], [-0.001, 0.214, 0.066], [2.144, 0.175, 0.929], [-0.027, -0.519, -0.010], [0.226, 0.031, 0.009], [0.303, 0.279, -0.534], [0.090, 0.004, -0.166], [0.039, 0.044, 0.031], [0.059, -0.051, 0.007], [0.013, 0.248, 0.464], [-0.176, -0.091, 0.320]]
}